DFT (wB97M-V/def2-TZVPD) results for a gas-phase ion, Cl2FH2P2 (charge +1) in a non-equilibrium geometry.

The geometry in XYZ format:
```
7
Properties=species:S:1:pos:R:3:forces:R:3
F 1.63736 2.59598 1.08440 -0.270 -1.723 0.544
P -0.45033 0.61062 0.04387 0.445 0.830 -0.226
P 1.20061 1.14758 1.60397 0.192 2.086 -1.663
Cl 0.80812 1.53590 3.48752 -0.189 -0.473 -0.500
Cl 2.76376 -0.01421 1.46218 -0.020 0.119 0.202
H 0.02897 -0.68382 0.11115 0.092 -0.769 0.027
H 0.31428 0.90442 -1.21674 -0.249 -0.070 1.618
```
Positions in Å, forces in eV/Å.

Values from the calculation:
Total charge: +1
Kohn-Sham gap in eV: 9.8
Maximum force in hartree/bohr: 0.05201
HOMO in eV: -15.8
Energy relative to the best compared isomer or geometry (same formula, charge and spin) in kJ/mol: 0.0
M in g mol⁻¹: 153.87
LUMO in eV: -5.997

Here are the natural (NBO) charges for atoms 1 to 5, given in e: number 1, F, carries -0.52; number 2, P, carries 0.23; number 3, P, carries 1.32; number 4, Cl, carries -0.05; number 5, Cl, carries -0.08

DFT (wB97M-V/def2-TZVPD) results for a molecular structure, C30H23Cl2MnN2O6.

The geometry in XYZ format:
```
64
Properties=species:S:1:pos:R:3:forces:R:3
Mn -0.30395 0.51634 -0.77662 -0.017 0.093 -0.063
C -1.04414 -0.41216 3.70583 0.023 0.039 -0.013
O -0.62241 0.93418 3.89058 0.009 0.014 0.009
C 0.58187 1.26295 3.30238 -0.033 -0.087 -0.014
C 1.60090 1.68405 4.11947 0.014 0.012 -0.001
C 2.83913 2.06287 3.58558 -0.016 0.009 0.024
C 3.01515 1.99665 2.22346 0.004 -0.009 -0.019
C 1.99592 1.57147 1.35409 -0.014 0.044 -0.028
C 2.33177 1.51133 -0.05976 0.014 -0.005 0.012
N 1.54220 1.11606 -0.98723 0.011 -0.027 -0.015
N 2.05172 1.07254 -2.27961 -0.053 0.008 0.072
C 1.13047 0.59018 -3.08043 0.026 -0.015 -0.043
O -0.03919 0.20790 -2.73451 0.002 0.014 0.014
C 1.49681 0.47284 -4.52714 -0.004 0.008 0.025
C 2.75317 0.84940 -4.99567 0.011 0.005 -0.007
C 3.06197 0.73229 -6.34196 -0.005 -0.005 0.009
C 2.12032 0.23653 -7.23598 -0.005 0.002 0.009
C 0.86735 -0.13985 -6.77311 0.002 0.004 0.007
C 0.55765 -0.02187 -5.42510 -0.010 -0.005 -0.012
C 0.72219 1.19784 1.88015 0.027 -0.038 -0.021
O -0.27599 0.78066 1.17898 -0.049 -0.001 0.005
H -1.88066 -0.56714 4.38705 -0.001 0.011 -0.009
H -0.23876 -1.10896 3.96319 0.010 0.010 0.018
H -1.36035 -0.58838 2.67728 -0.004 0.015 -0.005
H 1.41376 1.71488 5.18658 0.008 -0.005 0.002
H 3.63887 2.39721 4.23347 0.000 0.005 0.004
H 3.96883 2.27696 1.78795 0.005 0.004 -0.002
H 3.34269 1.79681 -0.35146 0.001 0.002 0.016
H 3.47285 1.23292 -4.28576 0.003 0.001 -0.001
H 4.04156 1.02852 -6.69750 0.003 0.001 0.000
H 2.36312 0.14536 -8.28786 0.000 0.000 -0.003
H 0.12783 -0.52569 -7.46437 -0.002 -0.002 -0.001
H -0.41248 -0.30751 -5.04138 -0.002 -0.003 -0.003
Cl -6.98207 3.14356 0.43523 0.048 -0.038 -0.010
C -5.54062 2.20646 0.10752 -0.047 0.002 0.013
C -5.61670 0.80671 0.12642 -0.035 0.016 0.008
C -4.50225 0.06290 -0.12859 0.061 0.002 -0.028
Cl -4.63337 -1.67162 -0.11029 0.010 0.015 0.002
C -3.20944 0.63502 -0.41129 0.013 -0.021 0.005
O -2.21121 -0.10890 -0.63232 -0.024 -0.007 0.019
C -3.19307 2.06866 -0.42863 0.066 0.018 -0.006
C -2.01313 2.83367 -0.74559 0.025 -0.063 -0.013
O -0.87758 2.42609 -0.98001 -0.074 0.000 0.029
C -4.35522 2.81837 -0.17076 0.000 0.039 0.000
H -6.55584 0.31520 0.34088 0.002 0.002 -0.001
H -2.17228 3.92321 -0.79170 -0.008 -0.010 -0.001
H -4.29623 3.90012 -0.19484 0.002 -0.002 -0.001
C -1.31268 -2.99401 0.10421 0.025 -0.009 -0.031
C -0.01078 -2.31948 0.41244 -0.010 0.053 0.105
O 0.41829 -1.41537 -0.27869 -0.035 -0.047 -0.029
C 0.75848 -2.70435 1.63421 0.002 -0.024 -0.034
C 0.34616 -3.72787 2.48212 -0.005 -0.021 0.014
C 1.03902 -3.97997 3.65749 0.013 0.010 -0.018
C 2.13947 -3.20190 3.99335 -0.014 -0.001 -0.012
C 2.55380 -2.17734 3.15091 -0.012 -0.008 0.007
C 1.86811 -1.93363 1.97348 0.034 0.011 -0.017
H -1.72885 -2.56241 -0.80019 -0.006 0.001 -0.005
H -2.01637 -2.82697 0.92157 0.001 0.007 0.011
H -1.16923 -4.07154 -0.00475 0.014 0.000 0.005
H -0.52438 -4.32193 2.23558 0.000 -0.001 -0.002
H 0.71454 -4.77585 4.31565 -0.004 0.003 0.007
H 2.66871 -3.38826 4.91963 0.001 -0.001 0.003
H 3.39437 -1.55062 3.41973 -0.003 -0.001 0.001
H 2.16021 -1.12511 1.31667 0.002 -0.020 0.012
```
Positions in Å, forces in eV/Å.

Values from the calculation:
2S+1: 2
<S²>: 0.802
Total charge: -1
Kohn-Sham gap (alpha / beta) in eV: 6.6 / 6.2
Maximum force in hartree/bohr: 0.00230
HOMO (alpha / beta) in eV: -4.2 / -3.9
M in g mol⁻¹: 633.37
LUMO (alpha / beta) in eV: 2.341 / 2.332

Here are the natural (NBO) charges for atoms 1 to 5, given in e: number 1, Mn, carries 1.06; number 2, C, carries -0.25; number 3, O, carries -0.53; number 4, C, carries 0.21; number 5, C, carries -0.24

DFT (wB97M-V/def2-TZVPD) results for 3 unconnected molecules or ions with the total composition C5H12O2 in a non-equilibrium geometry.

The geometry in XYZ format:
```
19
Properties=species:S:1:pos:R:3:forces:R:3
C -0.39925 0.43708 0.42474 -1.842 -0.363 0.322
C 0.82157 0.76562 0.78176 1.061 -0.316 0.070
C 1.90040 1.48808 -0.00046 -1.222 0.371 -0.608
C 1.37748 2.47273 -1.03305 0.647 0.206 0.406
C 0.57674 3.50043 -0.75185 0.299 -0.957 -0.409
H -1.06438 -0.15182 1.05942 0.694 -0.167 0.368
H -1.01691 0.70138 -0.42215 0.763 0.696 -0.544
H 1.24680 0.28171 1.66033 -0.357 0.149 0.187
H 2.56184 2.02881 0.67128 0.376 -0.379 0.129
H 2.37631 0.67168 -0.54761 0.701 0.251 0.250
H 1.85978 2.37332 -2.00274 -0.786 -0.189 -0.326
H 0.07456 3.98170 -1.58398 0.301 0.691 0.355
H 0.38887 3.73349 0.29150 -0.643 -0.007 -0.200
O -4.44952 -3.76499 -1.93630 0.552 0.099 -0.063
H -4.36246 -2.84706 -1.65724 -0.185 -0.005 0.028
H -3.54357 -3.98944 -2.19867 -0.361 -0.091 0.035
O 0.76197 -3.59187 2.31897 -0.034 0.183 -0.108
H -0.16935 -3.73160 2.11100 0.198 -0.115 0.123
H 1.05913 -4.35925 2.81504 -0.160 -0.057 -0.016
```
Positions in Å, forces in eV/Å.

Values from the calculation:
Total charge: 0
Kohn-Sham gap in eV: 9.8
Maximum force in hartree/bohr: 0.03704
HOMO in eV: -9.3
Energy relative to the best compared isomer or geometry (same formula, charge and spin) in kJ/mol: 261.5
M in g mol⁻¹: 104.15
SMILES string: C=CCC=C.O.O
LUMO in eV: 0.474

Here are the natural (NBO) charges for atoms 1 to 5, given in e: number 1, C, carries -0.41; number 2, C, carries -0.16; number 3, C, carries -0.50; number 4, C, carries -0.16; number 5, C, carries -0.41

DFT (wB97M-V/def2-TZVPD) results for a molecular structure, FeH30O19S in a non-equilibrium geometry.

The geometry in XYZ format:
```
51
Properties=species:S:1:pos:R:3:forces:R:3
Fe 0.12131 -2.06739 -2.43780 0.277 1.005 1.706
S 0.18431 -0.08039 0.22420 -1.047 2.238 3.470
O 1.45331 -0.37039 0.83420 -0.588 0.233 -0.176
O 0.10631 1.34861 -0.13480 0.620 -3.567 -0.550
O 0.17031 -0.91839 -1.00580 -0.559 -1.646 -2.843
O -0.94969 -0.46939 1.06520 1.937 0.185 -2.766
O -2.12169 1.09061 2.65320 -1.875 -1.750 -1.063
H -1.45969 1.71661 2.82720 1.483 1.646 0.891
H -1.72269 0.52661 1.96220 -0.662 1.019 1.109
O -1.94069 -2.20539 -2.57880 -0.111 1.355 -0.289
H -2.23569 -1.25039 -2.74180 0.138 -1.705 0.351
H -2.50369 -2.54139 -1.83080 0.387 0.539 0.216
O 1.91231 3.14161 0.00420 -0.775 0.121 -0.178
H 2.81631 2.88161 -0.16380 0.200 -0.299 0.088
H 1.31031 2.37261 -0.11980 1.613 0.944 0.265
O -0.45869 2.01761 -2.59880 0.566 -1.022 -0.353
H -0.26169 1.81561 -1.64680 -0.598 0.553 -1.023
H -1.19369 2.62961 -2.72080 0.026 -0.260 0.329
O -3.01969 1.41761 -0.36980 0.457 -0.139 -0.483
H -3.36069 1.06561 0.45420 -0.069 0.333 0.384
H -2.39869 2.15461 -0.11080 -1.028 -0.474 0.010
O -0.26669 3.05461 2.72720 -0.120 -0.201 -0.529
H 0.52831 3.56861 2.87920 0.065 0.097 -0.126
H -0.53269 3.19161 1.79320 0.315 0.564 0.757
O -0.09169 -0.52739 -3.67980 0.342 -1.327 -2.287
H -0.20469 0.36861 -3.35580 -0.373 2.148 0.980
H 0.16031 -0.44639 -4.63280 -0.331 -0.180 0.926
O -1.23269 -1.75939 3.19120 1.352 -0.220 -0.819
H -2.15269 -1.65039 3.30420 -1.725 0.067 0.822
H -1.10469 -1.22939 2.37820 0.409 -0.889 1.571
O -2.86569 -1.99439 0.19220 2.254 -0.162 0.146
H -2.13569 -1.43039 0.62020 -1.025 -1.423 -0.840
H -3.52769 -1.33639 0.17020 -1.779 0.947 -0.226
O 3.47631 0.96561 1.91520 0.192 -2.005 -2.195
H 3.00931 1.49561 2.51720 -0.981 1.161 1.286
H 2.78031 0.39261 1.48020 1.495 1.489 1.186
O 3.14831 -1.87139 -0.18480 1.247 -0.097 -1.946
H 3.99531 -1.37639 -0.34180 -1.217 -0.456 0.920
H 2.44931 -1.30939 0.19720 0.811 0.249 0.420
O 0.15931 -3.83639 -1.34780 -0.686 -0.375 -0.539
H -0.48469 -4.56139 -1.49080 0.359 0.316 -0.152
H 0.32431 -3.87139 -0.39480 0.372 0.330 0.345
O -1.23969 3.27861 0.10620 -0.061 1.008 -1.201
H -1.11869 3.76161 -0.74280 -0.083 0.009 1.175
H -0.65869 2.48561 0.01020 -0.806 1.213 0.458
O 2.16131 -1.78139 -2.61780 -0.421 -0.144 -3.199
H 2.78631 -1.48339 -3.34080 -1.132 -0.577 1.062
H 2.56831 -1.59939 -1.76680 1.133 -0.280 2.218
O 2.09331 -1.91639 2.89520 0.185 -0.364 -0.099
H 1.80431 -1.27639 2.24520 -0.003 -0.132 0.317
H 1.72431 -1.58139 3.71020 -0.181 -0.078 0.473
```
Positions in Å, forces in eV/Å.

Values from the calculation:
2S+1: 6
<S²>: 8.758
Total charge: +1
Kohn-Sham gap (alpha / beta) in eV: 7.2 / 3.7
Maximum force in hartree/bohr: 0.08285
HOMO (alpha / beta) in eV: -12.3 / -12.3
M in g mol⁻¹: 422.13
LUMO (alpha / beta) in eV: -5.152 / -8.662

Here are the natural (NBO) charges for atoms 1 to 5, given in e: number 1, Fe, carries 2.03; number 2, S, carries 2.74; number 3, O, carries -1.01; number 4, O, carries -1.01; number 5, O, carries -1.01

> Which of these has the highest maximum force?

FeH30O19S